This record from the Open Molecules 2025 dataset describes C3H9N4S as an isolated structure. The level of theory is ωB97M-V/def2-TZVPD.

## Properties
Energy: -20041.97437 eV
LUMO energy (spin up / spin down): -0.1875 / -0.1875 Eh
HOMO level (spin up / spin down): -13.35 / -13.35 eV
Frontier orbital gap (spin up / spin down): 8.3 / 8.3 eV

```
! RIJCOSX wB97M-V def2-TZVPD def2/J DEFGRID3
* xyz 1 1
N 0.078 1.664 0.035
H 1.222 1.333 1.826
H -0.276 1.787 2.081
H 1.824 -0.836 2.085
C 0.242 1.252 1.373
H 0.782 -1.264 -1.606
S 0.645 -1.578 1.844
C -0.435 0.846 -0.811
C -0.196 -1.451 -1.004
H -0.567 0.384 -2.750
N -0.932 -0.407 -0.311
H -0.957 -2.022 -1.385
H 0.077 -2.223 -0.285
H -1.222 -0.288 1.830
H 0.325 1.858 -2.284
N -0.300 1.139 -2.098
N -0.310 -0.195 1.458
*
```

Atom-resolved charges from natural (NBO), all expressed in e:
1 N -0.518
2 H 0.211
3 H 0.220
4 H 0.175
5 C -0.047
6 H 0.245
7 S 0.318
8 C 0.543
9 C -0.530
10 H 0.413
11 N -0.199
12 H 0.269
13 H 0.262
14 H 0.434
15 H 0.435
16 N -0.765
17 N -0.467